(1)
DFT (wB97M-V/def2-TZVPD) results for C57H46BaClN8O3P2Se as an isolated structure.

```
119
Properties=species:S:1:pos:R:3:mulliken_charge:R:1
Ba 0.665 1.573 -1.158 3.78
C -2.107 4.530 1.265 -1.01
C -1.102 4.094 0.427 -0.52
N -1.206 2.985 -0.295 -0.32
C -2.380 2.312 -0.227 0.78
C -3.341 2.720 0.733 -0.03
N -3.209 3.796 1.462 -0.67
C -2.603 1.227 -1.127 -0.73
C -3.929 0.559 -1.139 -0.82
C -4.140 -0.342 -2.295 -0.03
C -3.057 -0.667 -3.047 -0.47
C -1.758 -0.140 -2.778 -0.45
N -1.584 0.817 -1.848 -0.29
C -0.598 -0.599 -3.466 -0.33
C -0.630 -1.589 -4.486 -0.26
N 0.437 -2.127 -5.008 -0.64
C 1.618 -1.668 -4.579 -0.84
C 1.686 -0.638 -3.665 -0.32
N 0.613 -0.110 -3.094 0.64
C -5.448 -0.951 -2.496 0.98
C -6.600 -0.499 -1.838 -0.32
C -7.793 -1.176 -2.001 -0.49
N -7.944 -2.249 -2.765 -0.73
C -6.865 -2.672 -3.408 -0.47
C -5.624 -2.076 -3.317 -0.41
H -2.040 5.450 1.828 0.43
H -0.174 4.642 0.342 0.76
H -4.210 2.113 0.935 0.39
H -4.735 1.279 -0.994 1.08
H -3.161 -1.349 -3.874 0.41
H -1.562 -1.970 -4.876 0.49
H 2.499 -2.131 -4.997 0.41
H 2.639 -0.222 -3.369 0.28
H -6.579 0.359 -1.185 0.26
H -8.688 -0.853 -1.481 0.38
H -7.006 -3.556 -4.020 0.37
H -4.798 -2.510 -3.859 0.29
Cl 6.486 4.154 -5.321 -0.25
C 5.044 3.830 -4.407 0.27
C 3.939 4.684 -4.559 -0.60
C 2.784 4.421 -3.884 -0.61
C 2.642 3.286 -3.024 -0.03
O 1.544 3.024 -2.470 -1.00
C 3.819 2.472 -2.837 1.37
C 3.832 1.380 -1.924 -0.38
O 2.932 1.010 -1.175 -0.67
C 4.993 2.760 -3.560 -1.27
H 4.013 5.538 -5.217 0.42
H 1.918 5.059 -3.991 0.45
H 4.794 0.825 -1.903 0.08
H 5.856 2.120 -3.437 0.42
C 0.014 -1.490 0.076 1.82
C 0.649 -1.955 1.376 -1.28
P 1.277 -0.458 2.283 0.57
C 2.121 -1.373 3.640 0.63
C 3.258 -2.094 3.280 -0.41
C 3.976 -2.803 4.224 -0.68
C 3.580 -2.778 5.552 -0.50
C 2.456 -2.058 5.921 -0.66
C 1.727 -1.360 4.973 -0.48
C -0.202 0.183 3.153 0.37
C -1.489 -0.313 3.001 -0.42
C -2.553 0.291 3.648 -0.66
C -2.351 1.405 4.440 -0.73
C -1.070 1.912 4.600 -0.96
C -0.004 1.304 3.963 -0.55
P -0.317 -2.719 -1.280 1.16
C -1.493 -3.789 -0.378 0.09
C -2.832 -3.575 -0.688 -0.50
C -3.829 -4.237 0.003 -0.36
C -3.489 -5.132 1.002 -0.64
C -2.156 -5.368 1.301 -0.71
C -1.156 -4.701 0.617 -0.33
C 1.205 -3.728 -1.363 0.43
C 1.086 -5.043 -1.813 -0.96
C 2.204 -5.783 -2.147 -0.66
C 3.463 -5.212 -2.066 -0.60
C 3.593 -3.902 -1.637 -1.01
C 2.476 -3.160 -1.292 -0.13
H 0.643 -0.711 -0.372 -1.92
H -0.968 -1.046 0.268 -0.11
H 1.519 -2.590 1.177 0.73
H -0.046 -2.514 2.009 0.58
H 3.579 -2.098 2.246 0.36
H 4.845 -3.377 3.929 0.40
H 4.152 -3.310 6.300 0.36
H 2.139 -2.043 6.954 0.40
H 0.846 -0.810 5.271 0.30
H -1.701 -1.163 2.375 0.39
H -3.546 -0.107 3.492 0.41
H -3.186 1.877 4.940 0.37
H -0.916 2.787 5.219 0.39
H 1.002 1.680 4.104 0.94
H -3.085 -2.867 -1.464 0.09
H -4.864 -4.038 -0.228 0.51
H -4.265 -5.643 1.555 0.37
H -1.896 -6.071 2.082 0.39
H -0.117 -4.890 0.853 0.40
H 0.100 -5.477 -1.912 0.45
H 2.094 -6.802 -2.492 0.41
H 4.337 -5.782 -2.348 0.39
H 4.573 -3.449 -1.588 0.46
H 2.593 -2.128 -0.987 0.38
Se -3.994 -0.595 0.551 -0.12
N 2.281 6.244 4.750 -0.25
C 2.882 6.394 3.543 0.24
O 3.636 7.321 3.317 -0.65
C 2.572 5.351 2.530 0.88
C 3.126 5.474 1.253 -0.95
C 2.878 4.500 0.306 -0.39
N 2.099 3.448 0.534 0.74
C 1.553 3.341 1.735 -0.82
C 1.764 4.239 2.762 -0.67
H 2.455 6.929 5.463 0.22
H 1.639 5.502 4.948 0.16
H 3.742 6.330 1.029 0.52
H 3.311 4.571 -0.682 0.32
H 0.908 2.489 1.887 0.69
H 1.287 4.044 3.708 0.03
```

## Properties
- total energy (hartree) = -6433.42504
- relative energy (zero: lowest compared OMol25 entry of this formula, charge and spin) (kcal/mol) = 22.4
- HOMO level (alpha / beta) (hartree) = -0.1168 / -0.1168
- LUMO level (alpha / beta) (Eh) = 0.0474 / 0.0474
- charge = -1

***

(2)
DFT (wB97M-V/def2-TZVPD) results for C57H46FGeHgN2P3Se2Te2 as an isolated structure.

```
115
Properties=species:S:1:pos:R:3:mulliken_spin:R:1
Hg -0.645 0.022 -0.056 0.02
F 2.400 -0.882 -0.259 0.02
Ge 2.559 -2.697 -0.026 -0.03
C 3.692 -2.434 1.584 0.00
C 4.731 -3.349 1.757 0.00
C 5.467 -3.411 2.930 0.00
C 5.133 -2.572 3.980 0.00
C 4.116 -1.641 3.821 0.00
C 3.408 -1.529 2.623 0.00
P 2.135 -0.212 2.363 0.01
C 3.165 1.103 1.604 -0.01
C 2.488 2.202 1.080 0.02
C 3.187 3.276 0.553 0.00
C 4.574 3.252 0.517 0.00
C 5.256 2.151 1.013 0.00
C 4.555 1.083 1.558 0.00
C 1.955 0.533 4.037 0.00
C 2.919 1.318 4.672 0.00
C 2.664 1.890 5.908 0.00
C 1.434 1.692 6.527 0.00
C 0.461 0.932 5.897 0.00
C 0.721 0.365 4.655 0.00
C 2.068 -4.639 0.411 0.01
C 2.770 -5.849 0.430 0.00
C 2.141 -7.011 0.845 0.00
C 0.802 -6.998 1.240 0.00
C 0.088 -5.816 1.210 0.00
C 0.738 -4.653 0.798 0.00
P 0.013 -3.008 0.506 0.07
C -0.918 -2.732 2.057 -0.03
C -0.342 -3.225 3.229 0.01
C -1.002 -3.099 4.442 0.00
C -2.239 -2.473 4.499 0.00
C -2.802 -1.952 3.343 0.00
C -2.143 -2.070 2.126 0.00
C -1.119 -3.495 -0.844 -0.02
C -2.502 -3.564 -0.751 0.02
C -3.247 -4.052 -1.819 0.00
C -2.620 -4.486 -2.973 0.00
C -1.234 -4.437 -3.064 0.00
C -0.490 -3.942 -2.009 0.01
C 3.061 -2.926 -1.932 0.00
C 4.021 -3.892 -2.234 0.00
C 4.315 -4.244 -3.543 0.00
C 3.607 -3.654 -4.578 0.00
C 2.651 -2.690 -4.296 0.00
C 2.382 -2.291 -2.987 -0.01
P 1.159 -0.947 -2.611 0.02
C 2.177 0.518 -3.043 0.01
C 1.512 1.737 -3.181 -0.04
C 2.195 2.890 -3.527 0.00
C 3.570 2.849 -3.717 0.00
C 4.248 1.651 -3.551 0.00
C 3.557 0.492 -3.219 0.00
C -0.011 -0.925 -4.031 -0.02
C 0.280 -0.473 -5.320 0.00
C -0.716 -0.390 -6.279 0.00
C -2.024 -0.739 -5.960 0.00
C -2.334 -1.162 -4.677 0.01
C -1.331 -1.249 -3.720 0.03
H 4.967 -4.047 0.961 0.00
H 6.275 -4.125 3.032 0.00
H 5.667 -2.631 4.920 0.00
H 3.876 -0.981 4.645 0.00
H 1.403 2.219 1.091 -0.02
H 2.643 4.123 0.156 0.00
H 5.122 4.084 0.092 0.00
H 6.338 2.119 0.977 0.00
H 5.100 0.227 1.940 0.00
H 3.872 1.496 4.186 0.00
H 3.420 2.499 6.388 0.00
H 1.232 2.146 7.489 0.00
H -0.510 0.798 6.355 0.00
H -0.053 -0.187 4.141 0.00
H 3.809 -5.901 0.128 0.00
H 2.694 -7.942 0.863 0.00
H 0.323 -7.916 1.555 0.00
H -0.959 -5.795 1.492 0.00
H 0.618 -3.726 3.193 0.00
H -0.540 -3.481 5.343 0.00
H -2.755 -2.376 5.446 0.00
H -3.758 -1.447 3.375 0.00
H -2.594 -1.631 1.243 0.00
H -3.021 -3.234 0.136 -0.01
H -4.327 -4.066 -1.742 0.00
H -3.207 -4.851 -3.806 0.00
H -0.729 -4.768 -3.963 0.00
H 0.589 -3.921 -2.089 0.00
H 4.549 -4.392 -1.430 0.00
H 5.074 -4.988 -3.751 0.00
H 3.799 -3.941 -5.604 0.00
H 2.105 -2.236 -5.112 0.00
H 0.438 1.779 -3.038 0.02
H 1.651 3.820 -3.637 0.00
H 4.112 3.749 -3.979 0.00
H 5.322 1.613 -3.683 0.00
H 4.100 -0.436 -3.098 0.00
H 1.289 -0.159 -5.565 0.00
H -0.478 -0.029 -7.273 0.00
H -2.804 -0.653 -6.707 0.00
H -3.354 -1.396 -4.398 -0.01
H -1.594 -1.532 -2.706 -0.01
Se -4.148 -1.077 -1.252 0.04
Te -4.579 1.328 -1.526 0.13
Te -2.145 2.107 -2.374 0.43
Se -2.232 4.474 -1.881 0.32
N -2.354 4.256 2.087 0.01
C -1.187 4.558 2.749 0.00
C -0.382 3.473 2.571 0.00
N -1.028 2.522 1.812 -0.01
C -2.200 3.030 1.536 0.00
H -3.130 4.873 1.927 0.00
H -1.040 5.490 3.263 0.00
H 0.621 3.322 2.936 0.00
H -2.962 2.561 0.931 0.00
```

## Properties
- expectation value of S² = 0.76
- total energy (hartree) = -11002.50219
- relative energy (zero: lowest compared OMol25 entry of this formula, charge and spin) (kcal/mol) = 11.0
- HOMO level (alpha / beta) (hartree) = -0.1378 / -0.1409
- LUMO level (alpha / beta) (Eh) = 0.0831 / 0.0338
- charge = -1
- spin multiplicity = 2

***

(3)
DFT (wB97M-V/def2-TZVPD) results for C57H47N9O2SSn as an isolated structure.

```
117
Properties=species:S:1:pos:R:3:mulliken_charge:R:1
Sn 0.023 -0.001 -0.269 2.35
C -0.630 -1.044 7.648 -0.44
C 0.304 -0.061 7.347 -0.79
C 0.588 0.251 6.026 0.03
C -0.052 -0.418 4.984 -1.21
C -0.988 -1.400 5.295 0.44
C -1.278 -1.708 6.617 -0.89
C 0.255 -0.091 3.561 0.74
C -0.311 1.086 3.048 0.65
C -1.077 2.022 3.849 -1.50
C -1.346 3.080 3.051 -1.89
C -0.732 2.789 1.772 0.62
C -0.692 3.686 0.700 0.86
C -1.364 5.002 0.894 -0.85
C -2.584 5.291 0.289 0.25
C -3.201 6.519 0.485 -0.80
C -2.606 7.481 1.288 -0.32
C -1.386 7.207 1.892 -0.79
C -0.773 5.979 1.695 0.22
C 0.008 3.496 -0.498 0.55
N 0.721 2.398 -0.843 0.16
C 1.298 2.653 -2.034 0.42
C 2.210 1.812 -2.702 1.30
C 2.656 2.244 -4.052 -0.65
C 1.726 2.362 -5.087 -0.09
C 2.114 2.774 -6.352 -0.81
C 3.443 3.080 -6.610 -0.37
C 4.378 2.967 -5.591 -0.87
C 3.988 2.551 -4.326 -0.21
C 2.764 0.642 -2.178 0.69
C 3.726 -0.186 -2.881 -1.53
C 4.124 -1.136 -2.006 -1.25
C 3.386 -0.902 -0.775 0.02
N 2.546 0.145 -0.932 -0.30
C 3.555 -1.672 0.394 0.76
C 2.723 -1.581 1.526 0.29
C 2.958 -2.281 2.778 -1.64
C 1.990 -1.884 3.633 -1.81
C 1.194 -0.902 2.921 0.81
N 1.644 -0.774 1.646 0.26
C 4.732 -2.573 0.463 0.65
C 4.627 -3.915 0.840 -0.18
C 5.744 -4.733 0.913 -1.01
C 7.003 -4.234 0.610 -0.51
C 7.129 -2.903 0.238 -0.80
C 6.011 -2.088 0.166 -0.55
C 0.932 3.981 -2.488 -1.51
C 0.132 4.507 -1.528 -1.56
N -0.149 1.569 1.801 0.41
H -0.853 -1.285 8.681 0.34
H 0.811 0.466 8.148 0.37
H 1.317 1.016 5.786 0.48
H -1.490 -1.907 4.479 0.40
H -2.018 -2.467 6.845 0.41
H -1.329 1.897 4.890 0.67
H -1.903 3.972 3.294 0.46
H -3.055 4.533 -0.324 0.48
H -4.157 6.725 0.019 0.38
H -3.090 8.437 1.449 0.34
H -0.913 7.952 2.521 0.36
H 0.177 5.762 2.168 0.44
H 0.697 2.099 -4.885 0.49
H 1.380 2.842 -7.147 0.38
H 3.747 3.401 -7.600 0.35
H 5.418 3.199 -5.790 0.36
H 4.720 2.466 -3.532 0.47
H 4.032 -0.074 -3.908 0.59
H 4.814 -1.947 -2.178 0.62
H 3.774 -2.952 2.990 0.59
H 1.848 -2.189 4.658 0.53
H 3.649 -4.318 1.054 0.62
H 5.629 -5.772 1.199 0.38
H 7.874 -4.877 0.662 0.36
H 8.106 -2.500 -0.005 0.38
H 6.122 -1.048 -0.116 0.49
H 1.260 4.451 -3.401 0.47
H -0.335 5.480 -1.511 0.43
C -4.424 0.411 5.098 -0.91
C -4.597 -0.712 4.077 -0.04
N -4.446 -0.236 2.717 -0.15
C -3.361 -0.507 1.903 0.03
S -3.163 0.548 0.579 -0.48
N -2.705 -1.607 2.226 -0.92
N -1.678 -1.956 1.429 0.71
C -1.193 -3.140 1.600 0.33
C -1.744 -4.118 2.614 -2.15
C -0.146 -3.618 0.688 0.76
C 0.351 -4.926 0.787 -0.76
C 1.229 -5.393 -0.176 -0.79
C 1.620 -4.554 -1.205 -0.98
C 1.116 -3.260 -1.213 -0.38
N 0.270 -2.811 -0.299 0.49
H -4.490 0.035 6.122 0.34
H -3.453 0.876 4.948 0.03
H -5.192 1.176 4.955 0.40
H -3.848 -1.486 4.231 -0.04
H -5.588 -1.170 4.197 0.29
H -4.875 0.647 2.496 0.28
H -2.532 -3.622 3.172 0.42
H -2.164 -4.991 2.106 0.53
H -0.968 -4.455 3.306 0.32
H 0.042 -5.573 1.596 0.35
H 1.602 -6.411 -0.125 0.37
H 2.304 -4.886 -1.975 0.45
H 1.357 -2.556 -2.004 0.43
N -2.217 1.366 -2.294 -0.21
C -2.775 0.335 -3.155 -0.65
C -1.805 -0.089 -4.253 -0.51
C -0.630 -1.017 -3.825 0.30
O -0.358 -1.924 -4.633 -0.82
O -0.043 -0.793 -2.727 -0.25
H -2.851 1.584 -1.534 0.02
H -2.030 2.219 -2.811 0.16
H -3.717 0.664 -3.629 0.45
H -3.007 -0.524 -2.521 0.26
H -1.363 0.800 -4.720 0.06
H -2.353 -0.628 -5.028 0.28
```

## Properties
- total energy (hartree) = -3456.17981
- relative energy (zero: lowest compared OMol25 entry of this formula, charge and spin) (kcal/mol) = 10.0
- HOMO level (alpha / beta) (hartree) = -0.0507 / -0.0507
- LUMO level (alpha / beta) (Eh) = 0.1421 / 0.1421
- charge = -2

***

(4)
DFT (wB97M-V/def2-TZVPD) results for C57H49BrN4O2P2RuSSi as an isolated structure.

```
118
Properties=species:S:1:pos:R:3:mulliken_spin:R:1
Ru -0.042 -0.027 0.188 0.82
O 3.477 -2.618 1.598 0.00
C 2.922 -3.826 1.846 0.00
C 3.699 -4.837 2.396 0.00
C 3.125 -6.067 2.680 0.00
C 1.778 -6.294 2.432 0.00
C 1.012 -5.284 1.868 0.00
C 1.578 -4.057 1.548 0.05
C 0.755 -2.974 0.897 -0.06
O 0.915 -1.736 1.457 0.09
N 1.127 -2.868 -0.559 0.01
N 0.235 -2.008 -1.115 0.05
C -0.176 -2.183 -2.306 0.02
C -1.198 -1.349 -2.910 -0.01
Br -1.967 -0.094 -1.682 0.05
C -1.580 -1.458 -4.181 -0.01
C -2.573 -0.717 -4.966 0.01
C -3.772 -0.225 -4.457 0.00
C -4.656 0.459 -5.278 0.00
C -4.363 0.651 -6.621 0.00
C -3.184 0.137 -7.147 0.00
C -2.302 -0.542 -6.326 0.00
H 2.734 -1.978 1.557 -0.01
H 4.741 -4.635 2.606 0.00
H 3.733 -6.851 3.113 0.00
H 1.330 -7.249 2.675 0.00
H -0.042 -5.444 1.664 0.00
H -0.291 -3.318 0.913 -0.01
H 1.147 -3.776 -1.021 0.00
H 0.196 -3.012 -2.910 0.01
H -1.007 -2.194 -4.739 0.00
H -4.041 -0.405 -3.425 0.00
H -5.591 0.822 -4.869 0.00
H -5.065 1.171 -7.261 0.00
H -2.960 0.254 -8.200 0.00
H -1.385 -0.952 -6.734 0.00
C -1.230 3.213 -1.059 0.02
Si -0.959 2.169 0.475 0.01
C -2.602 1.905 1.352 -0.01
C -3.658 2.816 1.376 0.00
C -4.806 2.549 2.109 0.00
C -4.915 1.363 2.825 0.00
C -3.879 0.442 2.808 0.00
C -2.728 0.713 2.074 0.01
P -1.300 -0.424 2.017 -0.01
C -0.494 -0.187 3.633 -0.01
C -0.619 1.051 4.263 0.00
C -0.025 1.274 5.498 0.00
C 0.674 0.252 6.125 0.00
C 0.797 -0.985 5.504 0.00
C 0.234 -1.201 4.256 0.02
C -2.118 -2.045 2.112 -0.01
C -2.627 -2.603 0.940 -0.01
C -3.344 -3.789 0.972 0.00
C -3.561 -4.436 2.181 0.00
C -3.070 -3.882 3.353 0.00
C -2.359 -2.690 3.323 0.00
C 0.169 3.222 1.556 0.00
C -0.145 4.464 2.105 0.00
C 0.810 5.176 2.817 0.00
C 2.095 4.668 2.972 0.00
C 2.428 3.438 2.425 0.00
C 1.459 2.725 1.723 -0.02
P 1.745 1.094 0.995 -0.04
C 3.151 0.482 1.960 0.00
C 2.970 0.340 3.337 0.01
C 4.031 -0.025 4.145 0.00
C 5.287 -0.233 3.588 0.00
C 5.476 -0.068 2.227 0.00
C 4.413 0.289 1.409 0.00
C 2.399 1.296 -0.682 0.00
C 2.789 0.125 -1.347 0.01
C 3.358 0.208 -2.609 0.00
C 3.544 1.445 -3.205 0.00
C 3.150 2.605 -2.551 0.00
C 2.573 2.537 -1.294 -0.01
H -1.630 4.185 -0.756 0.00
H -1.922 2.759 -1.768 0.00
H -0.290 3.386 -1.588 0.01
H -3.589 3.741 0.813 0.00
H -5.622 3.260 2.119 0.00
H -5.814 1.153 3.390 0.00
H -3.974 -0.487 3.357 0.00
H -1.192 1.845 3.802 0.00
H -0.123 2.241 5.973 0.00
H 1.123 0.420 7.095 0.00
H 1.350 -1.782 5.985 0.00
H 0.372 -2.150 3.757 0.00
H -2.458 -2.114 -0.010 0.00
H -3.731 -4.208 0.052 0.00
H -4.114 -5.365 2.207 0.00
H -3.242 -4.374 4.302 0.00
H -2.002 -2.269 4.252 0.00
H -1.145 4.871 1.993 0.00
H 0.552 6.131 3.257 0.00
H 2.836 5.231 3.524 0.00
H 3.424 3.033 2.554 0.00
H 2.005 0.543 3.778 0.00
H 3.877 -0.139 5.210 0.00
H 6.119 -0.518 4.220 0.00
H 6.454 -0.221 1.790 0.00
H 4.580 0.415 0.348 0.00
H 2.710 -0.839 -0.852 0.01
H 3.660 -0.695 -3.123 0.00
H 3.988 1.505 -4.190 0.00
H 3.291 3.568 -3.024 0.00
H 2.275 3.442 -0.778 0.00
S 0.073 1.662 -4.060 0.01
C -0.112 2.102 -5.653 0.00
N -1.036 3.086 -5.958 0.00
C -1.266 3.532 -7.206 0.00
C -0.554 3.010 -8.237 0.00
C 0.386 2.014 -7.900 0.00
N 0.606 1.579 -6.685 0.00
H -1.561 3.445 -5.174 0.00
H -2.022 4.297 -7.317 0.00
H -0.698 3.338 -9.254 0.00
H 0.989 1.558 -8.680 0.00
```

## Properties
- expectation value of S² = 0.76
- total energy (hartree) = -6610.14348
- relative energy (zero: lowest compared OMol25 entry of this formula, charge and spin) (kcal/mol) = 2.1
- HOMO level (alpha / beta) (hartree) = -0.3589 / -0.3638
- LUMO level (alpha / beta) (Eh) = -0.1029 / -0.0999
- charge = +1
- spin multiplicity = 2

***

Values for max |F|, eV/Å, ordered as above
4.335 0.473 0.637 0.732